{"formula": "C16H21ClFN2O5P", "method": "ωB97M-V with the def2-TZVPD basis set", "smiles": "OP(Cl)c1cc(F)c2nccnc2c1.CCOC(C)=O.CCOC(C)=O", "e_tot_ha": -2009.238456, "spin_multiplicity": 1, "orbital_gap_ha": 0.274, "elements": ["O", "P", "Cl", "C", "C", "C", "F", "C", "N", "C", "C", "N", "C", "C", "H", "H", "H", "H", "H", "C", "C", "O", "C", "C", "O", "H", "H", "H", "H", "H", "H", "H", "H", "C", "C", "O", "C", "C", "O", "H", "H", "H", "H", "H", "H", "H", "H"], "xyz": [[-2.37, 0.04, -0.87], [-1.88, -1.58, -0.47], [-1.24, -2.51, -2.27], [-0.30, -1.42, 0.57], [0.36, -2.60, 1.37], [1.68, -2.32, 2.17], [2.26, -3.45, 2.84], [2.36, -0.88, 2.20], [3.59, -0.76, 2.94], [4.12, 0.56, 2.87], [3.45, 1.72, 2.07], [2.22, 1.64, 1.34], [1.71, 0.29, 1.42], [0.36, -0.02, 0.63], [-1.64, 0.41, -1.45], [-0.11, -3.66, 1.33], [5.12, 0.78, 3.40], [3.99, 2.74, 2.06], [-0.13, 0.85, 0.05], [0.14, 0.89, -7.60], [1.34, 0.89, -6.67], [0.98, 1.32, -5.35], [0.41, 0.54, -4.42], [-0.08, -0.83, -4.81], [0.25, 0.95, -3.29], [-0.63, 0.21, -7.26], [0.44, 0.60, -8.61], [-0.31, 1.89, -7.63], [1.85, -0.08, -6.63], [2.08, 1.61, -7.04], [-1.16, -0.78, -4.98], [0.13, -1.52, -3.99], [0.40, -1.24, -5.69], [-2.36, 1.03, 6.00], [-1.15, 0.48, 5.27], [-1.48, -0.74, 4.58], [-2.07, -0.80, 3.38], [-2.65, 0.45, 2.78], [-2.19, -1.87, 2.81], [-3.17, 1.27, 5.31], [-2.10, 1.93, 6.55], [-2.76, 0.29, 6.69], [-0.70, 1.20, 4.58], [-0.38, 0.22, 6.00], [-3.72, 0.47, 2.97], [-2.47, 0.43, 1.70], [-2.19, 1.37, 3.15]]}



{"formula": "C5H9NO", "method": "ωB97M-V with the def2-TZVPD basis set", "smiles": "[H]/N=C(/C)OC1CC1", "e_tot_ha": -325.860620, "spin_multiplicity": 1, "de_lowest_kj_mol": 201.99, "orbital_gap_ha": 0.387, "elements": ["H", "N", "C", "C", "O", "C", "C", "C", "H", "H", "H", "H", "H", "H", "H", "H"], "xyz": [[-1.16, -1.84, 2.00], [-1.55, -2.01, 1.07], [-1.09, -1.14, 0.27], [-1.49, -1.22, -1.18], [-0.23, -0.20, 0.76], [0.29, 0.92, 0.08], [1.75, 0.92, -0.28], [1.26, 1.69, 0.92], [-2.04, -0.35, -1.55], [-0.61, -1.37, -1.83], [-2.13, -2.10, -1.26], [-0.41, 1.46, -0.54], [2.32, 0.01, -0.09], [2.07, 1.49, -1.15], [1.47, 1.26, 1.90], [1.25, 2.78, 0.89]]}



{"formula": "C18H8Br2N7OS2SeV", "method": "ωB97M-V with the def2-TZVPD basis set", "e_tot_ha": -10439.223423, "spin_multiplicity": 3, "de_lowest_kj_mol": 20.85, "orbital_gap_ha": [0.231, 0.233], "elements": ["V", "Se", "N", "C", "C", "C", "C", "C", "N", "C", "C", "N", "C", "C", "C", "C", "C", "N", "H", "H", "H", "H", "H", "H", "Br", "C", "Br", "H", "H", "S", "C", "S", "C", "C", "N", "C", "N", "O", "C", "N"], "xyz": [[-0.71, -0.06, 0.15], [2.18, 3.36, 6.56], [2.82, 2.14, 5.44], [1.93, 1.95, 4.51], [2.08, 1.02, 3.41], [3.20, 0.20, 3.25], [3.25, -0.65, 2.17], [2.19, -0.67, 1.27], [1.12, 0.11, 1.40], [1.06, 0.94, 2.46], [-0.15, 1.74, 2.58], [-1.08, 1.55, 1.63], [-2.21, 2.25, 1.69], [-2.46, 3.17, 2.70], [-1.51, 3.37, 3.68], [-0.33, 2.64, 3.63], [0.73, 2.76, 4.62], [0.68, 3.58, 5.63], [4.00, 0.25, 3.98], [4.09, -1.31, 2.01], [2.19, -1.34, 0.42], [-2.93, 2.05, 0.91], [-3.39, 3.72, 2.70], [-1.67, 4.07, 4.49], [2.89, 0.34, -2.18], [1.23, 1.02, -2.84], [0.31, 2.10, -1.51], [0.57, 0.19, -3.09], [1.42, 1.66, -3.68], [-1.44, -1.91, 1.45], [-0.79, -2.82, 0.13], [0.07, -1.89, -1.09], [-0.90, -4.18, 0.03], [-1.57, -4.94, 1.04], [-2.11, -5.55, 1.85], [-0.33, -4.91, -1.05], [0.14, -5.49, -1.93], [-4.67, 0.32, -1.42], [-3.54, 0.34, -1.08], [-2.39, 0.39, -0.77]]}



{"formula": "C66H70BaF6N6O2P2", "method": "ωB97M-V with the def2-TZVPD basis set", "total_charge": -1, "e_tot_ha": -4343.790415, "spin_multiplicity": 2, "de_lowest_kj_mol": 0.00, "orbital_gap_ha": [0.213, 0.203], "elements": ["Ba", "C", "C", "C", "C", "C", "C", "C", "C", "C", "C", "C", "C", "C", "C", "C", "C", "N", "C", "C", "C", "N", "C", "C", "C", "N", "C", "C", "C", "C", "C", "C", "C", "C", "C", "C", "C", "C", "N", "C", "C", "H", "H", "H", "H", "H", "H", "H", "H", "H", "H", "H", "H", "H", "H", "H", "H", "H", "H", "H", "H", "H", "H", "H", "H", "H", "H", "H", "H", "H", "H", "H", "H", "H", "H", "H", "H", "H", "H", "H", "H", "H", "H", "H", "H", "C", "C", "C", "C", "C", "C", "P", "C", "C", "C", "C", "C", "C", "C", "C", "C", "C", "C", "C", "H", "H", "H", "H", "H", "H", "H", "H", "H", "H", "H", "H", "H", "H", "O", "C", "C", "C", "C", "N", "C", "C", "C", "C", "C", "C", "O", "C", "C", "N", "H", "H", "H", "H", "H", "H", "H", "H", "H", "H", "H", "H", "F", "P", "F", "F", "F", "F", "F"], "xyz": [[-0.11, -0.29, 0.39], [-4.67, -5.24, 0.36], [-4.88, -3.78, -0.06], [-3.92, -2.88, 0.63], [-4.10, -2.15, 1.77], [-5.32, -2.05, 2.63], [-5.23, -3.01, 3.82], [-2.84, -1.48, 2.04], [-2.61, -0.67, 3.14], [-1.43, -0.03, 3.50], [-1.25, 0.80, 4.67], [-2.32, 1.15, 5.66], [-2.52, 0.05, 6.70], [0.07, 1.17, 4.67], [0.67, 0.54, 3.51], [2.03, 0.51, 3.23], [2.67, -0.21, 2.23], [2.06, -0.88, 1.23], [3.02, -1.50, 0.50], [2.80, -2.33, -0.59], [1.58, -2.83, -1.04], [0.37, -2.51, -0.54], [-0.55, -3.29, -1.15], [-1.90, -3.31, -0.83], [-2.54, -2.65, 0.22], [-1.95, -1.78, 1.07], [0.10, -4.13, -2.14], [1.43, -3.84, -2.08], [2.56, -4.44, -2.85], [3.25, -5.55, -2.06], [-0.59, -5.15, -2.99], [-0.84, -6.45, -2.22], [4.33, -1.20, 1.07], [4.10, -0.41, 2.15], [5.10, 0.16, 3.10], [5.46, 1.61, 2.74], [5.63, -1.75, 0.58], [5.81, -3.20, 1.05], [-0.28, -0.13, 2.82], [0.79, 2.01, 5.68], [1.46, 1.15, 6.74], [-5.35, -5.90, -0.18], [-4.84, -5.35, 1.42], [-3.65, -5.54, 0.15], [-5.91, -3.49, 0.19], [-4.76, -3.69, -1.14], [-6.21, -2.28, 2.05], [-5.42, -1.03, 3.01], [-5.11, -4.03, 3.47], [-6.12, -2.96, 4.44], [-4.36, -2.76, 4.43], [-3.45, -0.53, 3.82], [-3.27, 1.28, 5.12], [-2.07, 2.08, 6.17], [-2.78, -0.89, 6.21], [-3.31, 0.31, 7.40], [-1.60, -0.11, 7.27], [2.67, 1.04, 3.91], [3.68, -2.67, -1.11], [-2.52, -3.98, -1.42], [3.28, -3.66, -3.09], [2.19, -4.85, -3.79], [3.62, -5.16, -1.11], [4.09, -5.96, -2.62], [2.55, -6.35, -1.84], [0.03, -5.37, -3.87], [-1.54, -4.75, -3.34], [0.11, -6.89, -1.91], [-1.37, -7.17, -2.84], [-1.43, -6.25, -1.33], [6.01, -0.45, 3.09], [4.70, 0.13, 4.12], [5.79, 1.66, 1.70], [6.25, 1.98, 3.38], [4.58, 2.25, 2.84], [6.45, -1.14, 0.96], [5.66, -1.71, -0.50], [5.86, -3.24, 2.14], [6.73, -3.62, 0.65], [4.97, -3.81, 0.73], [0.09, 2.70, 6.16], [1.54, 2.62, 5.16], [0.72, 0.58, 7.29], [2.01, 1.76, 7.46], [2.15, 0.45, 6.28], [0.91, 4.91, -1.40], [-0.32, 5.23, -0.84], [-1.38, 4.35, -0.98], [-1.22, 3.15, -1.67], [0.01, 2.84, -2.22], [1.07, 3.73, -2.10], [-2.70, 2.09, -1.68], [-3.65, 3.09, -2.90], [-3.09, 3.59, -4.07], [-3.86, 4.33, -4.95], [-5.19, 4.58, -4.67], [-5.75, 4.11, -3.49], [-4.98, 3.37, -2.61], [-2.19, 0.71, -2.76], [-3.03, 0.25, -3.78], [-2.65, -0.84, -4.54], [-1.42, -1.44, -4.33], [-0.58, -0.99, -3.32], [-1.03, 0.02, -2.51], [1.75, 5.59, -1.29], [-0.45, 6.14, -0.28], [-2.34, 4.59, -0.55], [0.18, 1.90, -2.74], [2.02, 3.49, -2.53], [-2.05, 3.39, -4.29], [-3.42, 4.72, -5.86], [-5.80, 5.14, -5.36], [-6.79, 4.32, -3.26], [-5.40, 2.99, -1.69], [-3.97, 0.76, -3.96], [-3.31, -1.20, -5.31], [-1.11, -2.26, -4.96], [0.39, -1.44, -3.18], [0.73, 6.75, 2.86], [1.78, 5.81, 2.83], [1.29, 4.54, 2.20], [2.10, 3.76, 1.39], [1.55, 2.63, 0.80], [0.30, 2.25, 0.97], [-0.49, 2.99, 1.76], [-0.03, 4.14, 2.39], [-1.88, 2.54, 1.89], [-2.75, 3.13, 2.82], [-4.05, 2.69, 2.91], [-5.03, 3.32, 3.88], [-4.45, 3.98, 4.97], [-4.46, 1.68, 2.05], [-3.54, 1.16, 1.16], [-2.29, 1.58, 1.07], [1.06, 7.59, 3.20], [2.13, 5.60, 3.86], [2.63, 6.19, 2.25], [3.12, 4.03, 1.19], [2.15, 2.01, 0.14], [-0.67, 4.75, 3.00], [-2.41, 3.92, 3.48], [-5.74, 2.55, 4.22], [-5.61, 4.08, 3.34], [-3.90, 3.35, 5.45], [-5.47, 1.31, 2.08], [-3.83, 0.39, 0.46], [2.31, 0.49, -1.82], [3.64, 0.74, -2.75], [3.39, -0.69, -3.48], [2.71, 1.47, -3.86], [4.57, 0.03, -1.64], [4.95, 1.01, -3.67], [3.86, 2.17, -1.99]]}



{"formula": "C29H34Br2CeN8O", "method": "ωB97M-V with the def2-TZVPD basis set", "total_charge": 3, "e_tot_ha": -7261.285853, "spin_multiplicity": 2, "de_lowest_kj_mol": 60.58, "orbital_gap_ha": [0.326, 0.326], "elements": ["Ce", "C", "C", "N", "C", "C", "C", "C", "C", "C", "C", "N", "C", "C", "N", "N", "H", "H", "H", "H", "H", "H", "H", "H", "H", "H", "H", "H", "H", "H", "H", "H", "H", "H", "Br", "C", "C", "C", "N", "C", "C", "C", "C", "C", "Br", "C", "C", "N", "H", "H", "H", "H", "H", "H", "C", "C", "O", "N", "C", "C", "C", "C", "C", "C", "N", "H", "H", "H", "H", "H", "H", "H", "H", "H", "H"], "xyz": [[0.09, -0.19, 0.07], [0.39, -3.16, 1.33], [-0.70, -2.74, 2.32], [-1.30, -1.43, 1.93], [-1.39, -0.48, 3.07], [-0.05, 0.13, 3.43], [0.26, 0.42, 4.75], [1.48, 1.00, 5.05], [2.39, 1.22, 4.03], [2.02, 0.89, 2.73], [2.99, 1.13, 1.59], [2.80, 0.20, 0.45], [3.51, -1.10, 0.65], [2.56, -2.28, 0.43], [1.40, -2.09, 1.31], [0.81, 0.40, 2.43], [-0.03, -3.27, 0.33], [0.80, -4.13, 1.64], [-0.25, -2.64, 3.31], [-1.45, -3.52, 2.38], [-2.25, -1.60, 1.64], [-1.80, -0.96, 3.95], [-2.07, 0.33, 2.79], [-0.45, 0.19, 5.54], [1.73, 1.24, 6.08], [3.37, 1.62, 4.23], [4.01, 1.07, 1.97], [2.87, 2.16, 1.23], [3.22, 0.65, -0.36], [3.91, -1.14, 1.66], [4.35, -1.19, -0.04], [3.09, -3.21, 0.63], [2.23, -2.29, -0.61], [1.76, -2.03, 2.26], [-3.63, 5.63, 2.29], [-2.54, 4.28, 1.58], [-1.23, 4.14, 2.01], [-0.48, 3.10, 1.48], [-0.94, 2.22, 0.58], [-2.20, 2.42, 0.13], [-3.03, 3.41, 0.61], [-2.69, 1.49, -0.92], [-3.48, 1.97, -1.95], [-3.99, 1.07, -2.88], [-4.99, 1.67, -4.35], [-3.75, -0.29, -2.69], [-2.92, -0.67, -1.66], [-2.35, 0.19, -0.80], [-0.80, 4.81, 2.74], [0.54, 2.96, 1.81], [-4.05, 3.49, 0.26], [-3.69, 3.02, -2.04], [-4.19, -1.02, -3.36], [-2.69, -1.72, -1.50], [0.84, -3.90, -2.64], [0.35, -2.49, -2.63], [-0.01, -1.94, -1.56], [0.32, -1.84, -3.78], [-0.46, -0.63, -4.04], [0.00, 0.71, -3.51], [-0.23, 1.80, -4.34], [0.14, 3.07, -3.92], [0.77, 3.20, -2.69], [0.94, 2.07, -1.93], [0.55, 0.84, -2.29], [1.65, -4.04, -1.92], [1.18, -4.23, -3.62], [0.02, -4.56, -2.33], [0.68, -2.32, -4.59], [-1.47, -0.81, -3.68], [-0.52, -0.55, -5.13], [-0.68, 1.66, -5.31], [-0.03, 3.93, -4.56], [1.12, 4.17, -2.36], [1.44, 2.16, -0.96]]}



{"formula": "C5H6O2", "method": "ωB97M-V with the def2-TZVPD basis set", "e_tot_ha": -344.444335, "spin_multiplicity": 1, "de_lowest_kj_mol": 413.71, "orbital_gap_ha": 0.327, "elements": ["C", "C", "O", "C", "O", "C", "C", "H", "H", "H", "H", "H", "H"], "xyz": [[1.04, 1.49, -0.26], [0.27, 0.45, 0.54], [-0.95, 0.73, 0.85], [0.49, -1.12, -0.61], [1.54, -1.23, -1.15], [-0.72, -1.77, -0.42], [-1.84, -1.48, 0.13], [1.44, 2.23, 0.44], [0.38, 2.00, -0.96], [1.89, 1.04, -0.79], [0.87, -0.03, 1.33], [-1.62, -0.32, 0.64], [-2.79, -1.98, 0.25]]}